1.
DFT (ωB97M-V/def2-TZVPD) results for C14H19BGaO6P as an isolated structure.

```
42
Properties=species:S:1:pos:R:3:lowdin_charge:R:1
Ga -0.737 -0.279 1.039 0.52
O -3.711 -0.911 3.497 0.13
C -2.690 -0.588 2.961 -0.51
O -2.338 -1.089 1.782 -0.07
C -1.589 0.378 3.514 -0.49
O -1.545 0.743 4.653 0.13
O -0.648 0.739 2.611 -0.11
O 1.559 -1.490 -0.850 0.10
B 0.787 -1.384 0.394 -0.33
O 1.012 -2.609 1.195 0.11
C 1.943 -3.297 0.513 -0.24
C 2.531 -4.473 0.828 0.00
C 3.450 -5.054 -0.079 -0.06
C 3.741 -4.383 -1.315 -0.08
C 3.065 -3.212 -1.670 -0.02
C 2.201 -2.683 -0.761 -0.22
H 2.340 -4.969 1.751 0.11
H 3.935 -6.035 0.136 0.11
H 4.522 -4.745 -1.995 0.10
H 3.313 -2.749 -2.618 0.12
C -2.059 1.494 -3.148 -0.14
C -1.738 0.634 -1.932 -0.39
P -1.043 1.458 -0.480 0.95
C -2.106 2.914 -0.076 -0.33
C -2.154 3.398 1.399 -0.11
C 0.618 2.177 -0.818 -0.34
C 1.617 2.217 0.358 -0.12
H -2.317 0.909 -4.019 0.07
H -1.207 2.090 -3.469 0.07
H -2.896 2.190 -2.983 0.08
H -1.062 -0.192 -2.214 0.09
H -2.675 0.155 -1.587 0.10
H -3.092 2.654 -0.466 0.08
H -1.721 3.752 -0.673 0.08
H -2.402 2.612 2.081 0.05
H -2.889 4.205 1.490 0.08
H -1.181 3.762 1.746 0.08
H 0.372 3.214 -1.052 0.08
H 1.032 1.639 -1.668 0.09
H 1.154 2.556 1.287 0.07
H 2.429 2.949 0.144 0.09
H 2.178 1.302 0.494 0.06
```

As for the spin multiplicity: 1. The energy relative to the best compared isomer or geometry (same formula, charge and spin) is 0.0 kcal per mole. The orbital gap comes out at 8.672 eV.

---

2.
DFT (ωB97M-V/def2-TZVPD) results for C14H19BrI2N3O4PtS2Si as an isolated structure.

```
47
Properties=species:S:1:pos:R:3:lowdin_charge:R:1
Pt 0.704 -0.693 0.779 1.21
O 1.414 5.130 2.557 0.14
C 1.194 3.880 2.162 -0.29
C 0.609 3.540 0.941 0.03
C 0.453 2.217 0.632 -0.13
N 0.822 1.222 1.464 -0.20
C 1.376 1.558 2.644 -0.78
Br 1.863 0.177 3.801 0.88
C 1.567 2.860 3.032 -0.03
H 1.163 5.771 1.880 0.14
H 0.292 4.295 0.234 0.13
H 0.028 1.904 -0.309 0.10
H 2.017 3.090 3.986 0.13
C -2.132 -0.882 3.053 0.00
C -2.317 -0.960 1.575 -0.27
C -3.493 -1.320 0.953 0.00
C -3.573 -1.384 -0.443 0.00
C -2.501 -1.068 -1.251 0.02
C -1.359 -0.633 -0.585 -0.42
N -1.305 -0.585 0.764 -0.01
N -0.127 -0.260 -1.035 -0.14
Si 0.513 -0.344 -2.724 0.44
C 0.496 -2.107 -3.311 -0.15
C -0.699 0.719 -3.669 -0.15
C 2.201 0.400 -2.767 -0.19
H -2.546 0.057 3.427 0.10
H -1.081 -0.936 3.323 0.04
H -2.656 -1.700 3.543 0.10
H -4.352 -1.568 1.561 0.13
H -4.498 -1.718 -0.895 0.13
H -2.524 -1.171 -2.324 0.11
H -0.516 -2.469 -3.504 0.04
H 0.957 -2.776 -2.583 0.03
H 1.058 -2.189 -4.244 0.05
H -1.675 0.254 -3.800 0.03
H -0.287 0.886 -4.668 0.05
H -0.842 1.697 -3.207 0.04
H 2.934 -0.149 -2.178 -0.03
H 2.218 1.437 -2.431 0.02
H 2.539 0.380 -3.807 0.05
O 0.004 -4.575 1.498 -0.27
S 0.775 -3.401 1.323 0.11
O 0.429 -2.584 0.068 -0.55
O 0.645 -2.358 2.385 -0.53
S 2.740 -3.816 1.065 0.25
I 3.347 -1.323 0.622 0.52
I 4.125 1.495 0.463 0.11
```

As for the spin multiplicity: 1. The energy relative to the best compared isomer or geometry (same formula, charge and spin) is 26.3 kcal per mole. The orbital gap comes out at 6.097 eV. As for the charge: +1.

---

3.
DFT (ωB97M-V/def2-TZVPD) results for C14H19Cl5F6GeIrP as an isolated structure.

```
47
Properties=species:S:1:pos:R:3:lowdin_charge:R:1
Ir 0.401 -0.640 -0.822 1.20
Cl -2.351 -3.201 -0.481 0.98
C -1.436 -3.047 -1.849 -0.62
C -0.407 -2.069 -1.925 -0.32
C 0.274 -1.981 -3.139 -0.60
Cl 1.427 -0.688 -2.988 0.91
C 0.097 -2.749 -4.286 -0.65
Cl 1.005 -2.514 -5.650 1.01
C -0.929 -3.765 -4.215 -0.62
Cl -1.223 -4.728 -5.511 1.06
C -1.696 -3.916 -2.992 -0.61
Cl -2.861 -5.069 -2.903 1.05
C -1.061 3.536 5.962 -0.06
C -0.829 2.754 4.674 -0.25
C -1.783 1.586 4.541 -0.25
C -1.895 0.842 3.288 -0.09
Ge -0.155 -0.433 3.038 1.16
C -0.531 -2.201 3.728 -0.26
C -0.538 -2.366 5.253 -0.23
C 0.757 -1.911 5.917 -0.23
C 0.878 -0.399 6.001 -0.08
H -0.334 4.339 6.054 0.10
H -0.972 2.898 6.842 0.09
H -2.051 3.993 5.974 0.10
H 0.203 2.375 4.660 0.11
H -0.927 3.412 3.805 0.12
H -2.853 1.977 4.605 0.22
H -1.816 0.939 5.433 0.14
H -1.752 1.392 2.354 0.09
H -2.666 0.072 3.245 0.11
H 1.073 0.425 2.780 0.02
H 0.261 -2.810 3.271 0.10
H -1.482 -2.489 3.273 0.09
H -0.696 -3.431 5.431 0.14
H -1.397 -1.850 5.690 0.12
H 1.617 -2.343 5.396 0.13
H 0.797 -2.311 6.930 0.14
H 0.734 0.120 5.024 -0.01
H 1.866 -0.080 6.331 0.11
H 0.140 0.023 6.683 0.10
F -0.508 -0.717 1.065 -0.52
P 0.827 2.673 0.001 0.39
F 1.704 3.856 -0.335 0.07
F 0.642 2.298 -1.528 -0.11
F -0.694 2.777 0.189 0.00
F 1.079 2.814 1.537 -0.07
F 1.409 1.132 0.158 -0.25
```

As for the spin multiplicity: 5. The energy relative to the best compared isomer or geometry (same formula, charge and spin) is 0.0 kcal per mole. The orbital gap (alpha / beta) comes out at 8.160 / 4.542 eV. As for the charge: +4.

---

4.
DFT (ωB97M-V/def2-TZVPD) results for C14H19ClN2O2S in the gas phase.

```
39
Properties=species:S:1:pos:R:3:lowdin_charge:R:1
C -3.614 -1.935 1.535 -0.08
C -4.967 -1.241 1.688 -0.26
O -5.131 -0.122 0.847 -0.15
C -4.360 1.005 1.193 -0.23
C -4.429 1.995 0.034 -0.15
C -3.697 1.455 -1.196 -0.17
N -2.275 1.356 -0.970 0.07
C -1.606 0.177 -0.983 -0.42
O -2.149 -0.877 -1.274 0.04
C -0.181 0.287 -0.630 -0.12
C 0.586 1.439 -0.476 -0.01
C 1.872 1.010 -0.151 -0.48
S 3.443 1.643 0.214 1.01
C 4.039 0.006 0.410 -1.02
Cl 5.680 -0.245 0.816 0.64
C 3.109 -0.966 0.212 -0.11
C 1.860 -0.390 -0.112 -0.27
N 0.608 -0.818 -0.397 0.00
C 0.239 -2.209 -0.499 -0.17
C 0.437 -2.726 -1.921 -0.06
H -3.666 -2.935 1.957 0.07
H -2.824 -1.388 2.048 0.07
H -3.363 -2.003 0.479 0.06
H -5.133 -0.954 2.739 0.12
H -5.765 -1.923 1.383 0.12
H -3.313 0.727 1.373 0.11
H -4.755 1.463 2.115 0.13
H -5.476 2.155 -0.224 0.12
H -3.994 2.948 0.344 0.11
H -3.884 2.107 -2.057 0.12
H -4.055 0.449 -1.420 0.12
H -1.797 2.192 -0.679 0.13
H 0.274 2.456 -0.602 0.10
H 3.321 -2.016 0.291 0.11
H -0.809 -2.317 -0.218 0.11
H 0.864 -2.768 0.203 0.12
H 0.226 -3.791 -1.959 0.08
H -0.245 -2.212 -2.592 0.07
H 1.460 -2.555 -2.251 0.07
```

As for the spin multiplicity: 1. The energy relative to the best compared isomer or geometry (same formula, charge and spin) is 1.8 kcal per mole. The orbital gap comes out at 8.601 eV. As for the structure (SMILES): CCOCCCNC(=O)c1cc2sc(Cl)cc2n1CC.

---

5.
DFT (ωB97M-V/def2-TZVPD) results for C14H19ClN4O4S as an isolated structure.

```
43
Properties=species:S:1:pos:R:3:lowdin_charge:R:1
C -4.257 -2.204 0.589 -0.06
N -2.994 -1.425 0.855 -0.34
S -1.926 -1.005 -0.430 0.77
O -0.943 -2.075 -0.464 -0.29
O -2.821 -1.108 -1.752 -0.36
C -1.437 0.384 0.163 -0.28
C -0.170 0.304 0.722 0.07
C 0.619 1.626 0.617 -0.11
C -0.054 2.849 0.438 -0.02
C -1.295 2.817 0.158 -0.23
C -2.090 1.881 -0.041 -0.48
Cl -3.773 1.802 -0.647 0.68
H -1.811 3.626 -0.091 0.10
H 0.569 3.835 0.682 0.18
N 2.001 1.544 0.879 0.15
C 2.631 0.428 1.564 -0.32
O 2.218 -0.625 2.080 0.04
C 4.145 0.405 1.140 -0.06
N 4.547 -0.050 -0.296 -0.15
C 3.723 0.490 -1.239 -0.19
C 2.250 0.001 -1.613 -0.44
O 1.337 0.844 -1.841 0.00
N 2.021 -1.141 -1.093 0.04
H 0.993 -1.499 -1.042 0.18
C 2.889 -1.958 -0.619 -0.25
C 4.416 -1.575 -0.325 -0.11
H 4.854 -2.229 0.537 0.16
H 4.904 -1.729 -1.257 0.08
H 2.806 -3.159 -0.723 0.15
H 2.516 -2.261 0.707 0.18
H 3.802 1.643 -1.342 0.15
H 4.255 0.126 -2.395 0.20
H 4.607 1.520 1.043 0.16
H 4.712 -0.235 1.789 0.10
H 2.505 2.290 0.681 0.07
H 0.417 -0.329 0.741 -0.05
C -2.437 -1.837 1.884 -0.31
H -3.166 -1.805 3.157 0.19
H -2.067 -2.808 1.966 0.06
H -1.767 -1.020 2.350 0.10
H -5.018 -2.095 1.392 0.09
H -4.223 -3.204 0.714 0.03
H -4.731 -1.921 -0.450 0.12
```

As for the spin multiplicity: 1. The orbital gap comes out at 7.729 eV.

---

6.
DFT (ωB97M-V/def2-TZVPD) results for an isolated ion of composition C14H19N2 and charge +1.

```
35
Properties=species:S:1:pos:R:3:lowdin_charge:R:1
C 1.447 -1.475 -1.851 -0.06
C 0.927 -0.440 -0.958 -0.21
C 1.656 0.741 -0.947 0.04
C 1.313 1.878 0.009 -0.47
C 0.450 2.936 -0.756 0.00
C 2.625 2.516 0.454 -0.02
N 0.487 1.378 1.151 -0.01
C 0.175 2.163 2.398 0.00
C -0.206 0.215 1.083 0.07
N -0.085 -0.719 0.055 0.03
C -1.040 -1.675 -0.022 -0.31
C -0.902 -2.910 0.506 -0.03
C -1.940 -3.777 0.441 -0.06
C -3.102 -3.485 -0.304 -0.04
C -3.221 -2.237 -0.894 -0.06
C -2.216 -1.311 -0.702 0.01
H 1.837 -2.321 -1.112 0.13
H 0.721 -1.924 -2.590 0.10
H 2.347 -1.279 -2.534 0.12
H 2.397 0.945 -1.716 0.13
H 1.069 3.431 -1.502 0.10
H 0.090 3.765 -0.087 0.11
H -0.381 2.528 -1.249 0.06
H 3.312 2.413 -0.327 0.06
H 2.588 3.573 0.750 0.10
H 3.093 1.977 1.278 0.10
H 0.688 3.150 2.584 0.12
H -0.823 2.479 2.398 0.07
H 0.344 1.561 3.314 0.11
H -1.115 0.146 1.766 0.20
H 0.046 -3.361 0.836 0.14
H -1.961 -4.552 1.197 0.12
H -4.067 -4.036 -0.363 0.13
H -4.160 -1.985 -1.380 0.12
H -2.392 -0.307 -0.925 0.10
```

As for the spin multiplicity: 1. The energy relative to the best compared isomer or geometry (same formula, charge and spin) is 54.5 kcal per mole. The orbital gap comes out at 8.601 eV. As for the charge: +1. As for the structure (SMILES): CC1=CC(C)(C)[N+](C)=CN1c1ccccc1.

---

| no. | total energy (eV) | strongest force on any atom (eV/Å) |
| --- | --- | --- |
| 1 | -89455.8634 | 3.87 |
| 2 | -146520.2499 | 1.86 |
| 3 | -162340.3988 | 0.38 |
| 4 | -45259.3803 | 1.08 |
| 5 | -52319.4683 | 17.97 |
| 6 | -17798.2859 | 6.58 |